Below is 3 unconnected molecules or ions with the total composition C15H30N3O10S at a distorted geometry, with properties calculated with wB97M-V/def2-TZVPD.

```
59
Properties=species:S:1:pos:R:3:forces:R:3:nbo_charge:R:1
C -0.90076 -2.75068 2.55606 0.53 -0.54 0.37 -0.677
C -0.72669 -2.34329 0.97545 -1.04 -3.05 0.90 -0.127
O -0.74900 -0.89857 0.69891 0.08 -0.86 -0.25 -0.330
N 0.48413 -0.36479 0.65462 1.85 4.42 0.81 -0.182
C 0.67116 0.98673 0.81806 0.67 0.19 -0.62 0.676
N 2.12198 1.49048 0.70224 -3.47 -0.49 -1.18 -0.828
N -0.40336 2.02583 1.05205 1.01 -2.60 -0.02 -0.685
C -1.13670 1.83202 2.36119 -0.06 0.43 2.01 -0.234
C -2.74822 2.12966 2.30728 -0.53 -0.75 0.97 -0.435
C -3.56134 1.33319 1.12366 -0.01 0.74 -0.96 -0.456
C -5.10461 0.92318 1.49976 0.76 1.44 -0.34 -0.594
S -5.71125 -0.16568 0.05128 -3.04 -4.45 -0.75 2.107
O -7.24327 -0.05290 -0.18663 6.33 0.40 0.79 -0.816
O -5.20322 -1.61730 0.27400 -1.05 5.38 -0.61 -0.894
O -4.88234 0.41937 -1.36004 -0.11 -0.79 2.05 -0.859
H -1.17642 -3.91152 2.58280 0.50 2.60 -0.21 0.251
H 0.12450 -2.67437 3.16146 -2.25 0.11 -1.44 0.249
H -1.75531 -2.16343 3.12159 1.77 -1.12 -1.39 0.234
H -1.67210 -2.80212 0.40971 2.14 1.40 1.07 0.239
H 0.23216 -2.90125 0.57794 -1.72 1.56 0.54 0.222
H 1.32833 -0.96760 0.47933 -0.94 0.40 0.43 0.463
H 2.20388 2.44565 1.13331 -0.62 -1.28 -0.41 0.414
H 2.23737 1.64641 -0.34358 0.26 -0.47 1.30 0.426
H -1.04372 2.14402 0.23664 0.84 -0.46 0.79 0.412
H -0.85217 0.77734 2.82967 -1.01 2.08 -1.09 0.213
H -0.67732 2.63198 3.11891 -1.04 -1.75 -1.61 0.225
H -2.96528 3.30161 2.29528 0.55 -2.65 -0.24 0.243
H -3.20338 1.73664 3.33853 1.22 0.92 -2.09 0.238
H -3.61840 2.08742 0.20008 -0.02 -1.76 1.90 0.227
H -3.03373 0.36772 0.72382 -0.63 1.77 1.15 0.220
H -5.23362 0.33311 2.50187 0.23 0.88 -2.19 0.281
H -5.73528 1.90949 1.50040 0.90 -2.12 -0.01 0.269
H -3.94099 0.06337 -1.37168 -1.76 0.26 0.35 0.494
C 6.78298 -0.37921 0.41832 0.11 0.26 0.45 -0.629
C 5.89271 -1.56370 0.74172 1.33 0.60 -0.55 0.057
C 5.01853 -1.98318 -0.40036 0.51 -0.22 -1.03 -0.100
O 3.89604 -2.54439 0.25464 -0.73 0.30 1.17 -0.492
C 3.81857 -1.94115 1.47831 -0.75 0.06 1.23 0.974
O 2.86359 -2.03058 2.23190 1.34 0.28 -1.61 -0.620
O 4.94950 -1.22212 1.74529 -1.60 -0.80 0.10 -0.472
H 6.19398 0.53736 0.29636 -0.03 -0.27 -0.12 0.223
H 7.47761 -0.19499 1.24370 -0.04 -0.07 -0.17 0.235
H 7.36476 -0.55315 -0.49076 -0.09 -0.07 0.11 0.230
H 6.49649 -2.40077 1.11087 -0.13 0.01 -0.05 0.194
H 5.50360 -2.72886 -1.03837 -0.25 0.06 0.16 0.216
H 4.67911 -1.14849 -1.02427 0.12 0.04 0.13 0.192
C -1.72667 1.76294 -4.34923 0.18 0.39 -0.25 -0.631
C -0.56318 0.82107 -4.10558 -1.39 0.40 -0.68 0.054
C -0.75565 -0.07102 -2.91746 -0.75 -0.76 -0.09 -0.094
O 0.57185 -0.31198 -2.48892 0.91 0.60 0.11 -0.500
C 1.31204 0.76275 -2.89430 1.74 0.74 0.02 0.971
O 2.45239 0.99248 -2.52725 -2.27 -0.47 -0.32 -0.603
O 0.60607 1.54781 -3.76180 1.17 -0.74 1.09 -0.468
H -1.79240 2.52318 -3.56206 0.02 -0.25 0.01 0.219
H -1.58287 2.30185 -5.29082 -0.09 -0.13 0.13 0.244
H -2.67480 1.22130 -4.40229 0.13 -0.02 -0.02 0.232
H -0.35091 0.24041 -5.01072 0.02 -0.03 0.16 0.201
H -1.25008 -1.01078 -3.18350 0.22 0.11 0.14 0.222
H -1.30831 0.40152 -2.09742 -0.03 0.15 -0.09 0.161
```
Forces are in eV/Å.

The lowest unoccupied orbital energy is -3.93 eV. Its charge is +1. For the energy, the calculation gives -1903.9597 a.u. The frontier orbital gap comes out at 9.360 eV.

***

Below is a molecular structure, C27H27MnN3O5 at a distorted geometry, with properties calculated with wB97M-V/def2-TZVPD.

```
63
Properties=species:S:1:pos:R:3:forces:R:3:nbo_charge:R:1
Mn 0.98784 0.28723 -0.64952 -2.19 0.08 1.21 1.656
O 2.12004 -0.66577 5.34408 0.15 -0.14 0.35 -0.614
C 1.77694 -0.37057 4.10018 -0.02 0.13 -0.80 0.387
C 0.52844 0.14803 3.73878 -0.05 0.13 -0.41 -0.267
C 0.27494 0.45253 2.40578 0.78 -0.26 0.54 0.089
N 1.18804 0.23783 1.44748 -0.01 -0.17 0.10 -0.533
C 2.37904 -0.28057 1.78288 0.16 0.03 -0.12 0.127
C 2.72344 -0.58367 3.08218 -0.20 0.17 0.17 -0.244
C 3.29754 -0.52687 0.56348 0.87 -0.25 1.85 0.751
O 4.46074 -0.80297 0.71048 -0.55 0.07 -0.11 -0.532
O 2.64284 -0.40617 -0.53762 1.24 -0.55 -1.58 -0.810
C -1.02136 1.10033 2.06598 -0.88 0.27 -0.46 0.602
O -1.74986 1.51703 2.93228 0.39 -0.30 -0.23 -0.490
O -2.15676 -0.03457 0.30808 -0.21 0.33 0.14 -0.493
H 1.42124 -0.48757 5.98938 0.01 0.02 -0.18 0.504
H -0.24686 0.35083 4.46538 0.00 0.01 0.04 0.257
H 3.70494 -0.96897 3.31168 0.09 -0.07 -0.05 0.276
C -0.41456 1.87093 -3.28142 0.00 -0.18 0.15 -0.647
C -0.29326 2.98093 -2.28322 0.07 -0.22 0.10 0.007
C -0.27676 4.29153 -2.74012 -0.07 0.11 0.05 -0.216
C -0.05356 5.34703 -1.87622 0.10 -0.20 -0.09 -0.138
C 0.27244 5.08393 -0.55692 -0.07 -0.18 0.16 -0.212
C 0.26294 3.79193 -0.05972 0.15 0.05 -0.09 -0.008
C 0.79174 3.54993 1.32018 -0.02 -0.11 0.01 -0.639
C -0.13536 2.72373 -0.90132 0.25 0.55 -0.18 0.119
N -0.41616 1.43613 -0.39232 -0.83 0.35 -0.30 -0.697
C -1.46466 1.23153 0.55178 0.12 0.12 0.36 0.318
C -2.59306 2.26273 0.47128 0.30 -0.28 -0.02 -0.623
C -1.66966 -1.17617 -0.12372 0.43 -0.68 -0.36 0.698
C -2.72746 -2.24077 -0.09152 -0.03 0.09 0.13 -0.703
N -0.46316 -1.36267 -0.54662 0.22 0.97 0.11 -0.679
C -0.08056 -2.68947 -0.93292 0.02 -0.77 -0.14 0.158
C 0.40424 -3.58067 0.03728 -0.06 0.22 -0.18 -0.043
C 0.68204 -3.14497 1.44608 0.02 -0.01 -0.07 -0.637
C 0.66534 -4.89127 -0.33642 -0.08 0.07 -0.02 -0.197
C 0.44474 -5.32827 -1.63122 0.04 0.09 -0.03 -0.182
C 0.02524 -4.42667 -2.59242 -0.01 0.00 0.12 -0.195
C -0.22976 -3.10097 -2.26342 0.10 0.17 0.28 -0.043
C -0.64186 -2.13407 -3.33132 0.02 0.07 0.08 -0.624
H 0.48554 1.84653 -3.90132 -0.04 -0.09 0.02 0.238
H -1.25676 2.02713 -3.95062 -0.12 -0.10 -0.03 0.246
H -0.52766 0.90503 -2.77112 -0.09 0.21 -0.30 0.198
H -0.45286 4.48363 -3.78742 0.01 -0.01 -0.14 0.227
H -0.05936 6.36393 -2.23342 -0.03 0.11 -0.10 0.232
H 0.54854 5.89183 0.10228 0.05 0.11 0.07 0.225
H 1.25194 4.45823 1.69918 0.01 0.00 0.08 0.242
H 1.55444 2.76873 1.28798 -0.02 0.09 0.13 0.212
H 0.02234 3.24723 2.02678 -0.06 0.06 0.12 0.217
H -2.28526 3.20723 0.90748 0.05 0.09 -0.01 0.236
H -3.44696 1.88353 1.02668 0.06 0.03 0.02 0.255
H -2.87126 2.41013 -0.56782 0.01 0.00 -0.11 0.233
H -3.48236 -1.98147 0.64818 0.05 0.00 -0.04 0.253
H -2.30786 -3.21847 0.12428 0.05 -0.02 -0.04 0.256
H -3.21146 -2.28377 -1.06702 0.01 -0.03 -0.09 0.259
H 0.05444 -2.30997 1.75028 -0.01 0.00 0.10 0.200
H 1.72534 -2.83617 1.52368 0.02 0.01 0.09 0.224
H 0.53424 -3.96717 2.14038 -0.03 -0.05 0.08 0.236
H 1.03774 -5.57717 0.40858 0.02 -0.11 0.10 0.220
H 0.61614 -6.36347 -1.88482 0.05 -0.05 -0.06 0.228
H -0.12406 -4.74277 -3.61502 0.03 -0.06 -0.08 0.222
H 0.00324 -2.24207 -4.20182 -0.02 0.02 -0.05 0.236
H -0.56086 -1.11077 -2.96132 -0.15 -0.09 -0.23 0.188
H -1.66716 -2.32027 -3.65072 -0.07 0.13 -0.05 0.231
```
Forces are in eV/Å.

The lowest unoccupied orbital energy (spin up / spin down) is -5.21 / -3.98 eV. The multiplicity is 5. Its charge is +1. For the energy, the calculation gives -2736.3818 a.u. The frontier orbital gap (spin up / spin down) comes out at 6.281 / 7.716 eV. The value obtained for the energy above the lowest of the compared OMol25 structures with the same formula, charge and spin is 1.8598 eV.

***

Below is 2 unconnected molecules or ions with the total composition C15H20Cl2FN3O2PS at a distorted geometry, with properties calculated with wB97M-V/def2-TZVPD.

```
45
Properties=species:S:1:pos:R:3:forces:R:3:nbo_charge:R:1
C -0.98034 2.72956 4.18171 -0.26 -6.34 -3.27 -0.162
C -1.10551 1.71397 3.34812 -0.15 4.67 4.99 -0.126
C -1.35771 0.41551 2.37629 1.22 2.20 1.88 -0.255
P -2.89034 -0.35743 3.19440 -4.66 0.46 3.25 2.134
N -3.69377 0.80913 3.98341 1.73 -2.72 -0.76 -1.288
O -2.32476 -1.52804 4.31333 -0.75 0.93 -2.80 -0.958
O -4.00617 -1.06008 2.11026 2.11 1.07 0.93 -0.969
C 0.07919 -0.31926 2.47250 -0.44 -0.92 0.44 -0.309
C 0.32955 -1.70696 1.68651 -0.30 -0.56 -0.89 -0.450
C 0.64513 -1.53982 0.11135 -0.66 0.81 -0.37 -0.234
N 1.04520 -2.80462 -0.58616 -1.34 0.75 -0.38 -0.824
S 1.06690 1.20340 1.92706 -2.18 -0.61 -2.83 0.432
C -0.27559 1.61431 0.68558 0.41 -1.42 1.63 0.118
N -1.50364 1.12179 1.03053 2.74 0.03 -1.43 -0.402
C -2.75165 1.28807 0.20071 -1.72 1.40 -2.07 0.342
C -2.56014 2.38998 -0.99698 0.79 -1.36 -0.40 -0.670
F -3.13511 0.05416 -0.48514 1.18 2.31 1.97 -0.343
H -0.76438 3.30379 5.16506 -0.59 -0.96 -2.51 0.302
H -3.65901 0.49625 4.98449 -0.20 0.74 -0.99 0.397
H -2.98193 -2.25414 4.45216 0.55 0.73 -0.33 0.532
H -4.83689 -0.50335 2.09541 1.30 -0.59 0.47 0.540
H 0.33271 -0.60921 3.57073 -0.71 1.26 -1.74 0.308
H 1.13179 -2.37248 2.21175 -1.29 1.53 -0.90 0.261
H -0.66511 -2.31544 1.76097 1.66 1.08 0.02 0.235
H -0.34846 -1.16392 -0.38163 1.66 -0.15 0.91 0.167
H 1.48309 -0.76054 -0.10137 -1.47 -1.31 0.63 0.201
H 1.24017 -2.50719 -1.57273 -0.14 -0.55 1.13 0.372
H 0.16504 -3.36485 -0.69293 1.16 0.39 0.20 0.358
H 0.04812 2.19091 -0.24947 -1.10 -0.77 1.53 0.295
H -3.63878 1.69816 0.83769 1.73 -1.42 -0.62 0.238
H -3.51268 2.46195 -1.66539 1.59 -0.18 1.68 0.281
H -2.22611 3.41841 -0.61045 -0.63 -1.62 -0.52 0.243
H -1.75113 1.91948 -1.69690 -1.33 1.08 1.15 0.228
Cl 2.28853 -0.52075 -6.70831 -0.08 -0.14 0.13 0.046
C 3.03910 -0.40576 -5.15730 0.16 0.16 0.03 -0.070
C 2.68184 -1.23319 -4.09192 0.28 0.20 0.25 -0.063
Cl 1.46596 -2.45378 -4.23750 -0.07 0.04 -0.16 0.026
C 3.31742 -1.08833 -2.85816 0.18 0.31 -0.05 -0.239
C 4.30717 -0.12402 -2.68859 -0.15 -0.04 -0.12 -0.198
C 4.66672 0.69735 -3.75278 -0.15 -0.10 -0.08 -0.203
C 4.03343 0.55690 -4.98434 0.14 0.00 0.38 -0.207
H 3.04479 -1.72634 -2.02340 0.08 -0.03 -0.20 0.225
H 4.79806 -0.01391 -1.72646 -0.06 -0.07 -0.12 0.221
H 5.44042 1.44781 -3.62319 -0.10 -0.10 -0.07 0.228
H 4.31885 1.20248 -5.80891 -0.15 -0.18 0.03 0.240
```
Forces are in eV/Å.

The lowest unoccupied orbital energy is -5.11 eV. Its charge is +1. For the energy, the calculation gives -2657.6432 a.u. The frontier orbital gap comes out at 6.216 eV.